Entry 1:
Molecular formula: C53H123N13O13
Method: DFT, ωB97M-V with the def2-TZVPD basis set

## Properties
- F_max (eV/Å) = 3.00
- LUMO (eV) = -0.1075
- structure (SMILES) = CC1(C)CCCC(C)(C)N1O.CC1(C)CCCC(C)(C)N1O.CC1(C)CCCC(C)(C)N1O.CC1(C)CCCC(C)(C)N1O.CC1(C)CCCC(C)(C)N1O.NC(N)=O.NC(N)=O.NC(N)=O.NC(N)=O.OCCO.OCCO

CARTESIAN COORDINATES (ANGSTROEM)
1 C -8.2002 -0.3917 6.6343
2 C -7.4192 -1.3030 5.6982
3 O -7.3040 -2.6302 6.1925
4 O -7.4641 0.4479 7.5168
5 H -8.9984 -0.9534 7.1292
6 H -8.6199 0.3766 5.9805
7 H -6.4001 -0.9523 5.5166
8 H -8.0027 -1.1895 4.7794
9 H -7.3041 -3.2362 5.4477
10 H -7.0128 -0.0708 8.1916
11 C -11.4134 -3.7853 14.4091
12 C -10.0395 -4.0129 13.7103
13 O -10.0329 -3.3571 12.4889
14 O -12.3830 -4.5629 13.7341
15 H -11.7798 -2.7573 14.3247
16 H -11.3470 -4.0151 15.4737
17 H -9.6198 -5.0235 13.7503
18 H -9.2887 -3.5202 14.3451
19 H -10.7479 -3.6730 11.9242
20 H -12.6400 -4.1336 12.9124
21 C -13.8326 -4.8572 3.8300
22 O -12.9876 -4.1023 4.3067
23 N -13.6134 -6.1848 3.5666
24 N -15.0914 -4.4956 3.5035
25 H -14.2943 -6.6717 3.0240
26 H -12.7298 -6.5699 3.8507
27 H -15.6346 -5.1376 2.9600
28 H -15.3430 -3.5282 3.3844
29 C -8.2313 -7.2017 7.1722
30 O -8.8750 -7.9756 7.8857
31 N -7.7727 -7.5491 5.9429
32 N -7.8595 -5.9832 7.5770
33 H -7.1936 -6.9423 5.3916
34 H -7.9064 -8.4534 5.5303
35 H -7.6317 -5.2922 6.8855
36 H -7.9372 -5.7258 8.5509
37 C -6.2081 -4.9878 9.9464
38 O -7.0903 -5.6962 10.4188
39 N -6.3869 -3.6395 9.8348
40 N -5.0260 -5.3558 9.3867
41 H -5.5624 -3.0973 9.6429
42 H -7.2601 -3.2102 9.5816
43 H -4.7879 -6.3162 9.5810
44 H -4.4799 -4.7623 8.7977
45 C -10.6670 -1.2269 3.1857
46 O -9.8741 -0.3320 2.9156
47 N -10.9783 -1.6544 4.4544
48 N -11.2214 -2.0310 2.2370
49 H -11.3791 -2.5746 4.5161
50 H -10.4870 -1.1295 5.1564
51 H -10.8505 -1.9344 1.3084
52 H -12.1672 -2.3336 2.4009
53 C -19.9415 -6.8860 8.6256
54 C -19.5439 -8.3438 8.9219
55 C -18.7423 -8.8909 7.6681
56 C -17.2683 -8.4467 7.7753
57 C -16.7248 -8.7327 9.1501
58 C -17.4512 -8.1405 10.4088
59 N -18.8427 -8.5528 10.2020
60 O -19.6236 -8.2352 11.3257
61 C -16.7968 -8.9370 11.5474
62 C -17.0341 -6.6308 10.3870
63 C -20.7997 -9.2689 8.8433
64 H -20.7893 -6.6609 7.9759
65 H -19.1747 -6.1617 8.3459
66 H -20.3072 -6.5009 9.5862
67 H -18.8388 -9.9694 7.5597
68 H -19.1366 -8.3769 6.7910
69 H -17.2767 -7.3820 7.5293
70 H -16.7689 -8.9464 6.9426
71 H -15.7104 -8.3213 9.1073
72 H -16.6190 -9.7840 9.4206
73 H -17.2456 -8.7364 12.5205
74 H -16.8334 -10.0197 11.4192
75 H -15.7270 -8.7249 11.5577
76 H -17.7115 -6.0336 11.0045
77 H -15.9837 -6.6618 10.6648
78 H -17.1717 -6.0685 9.4612
79 H -20.6897 -10.3442 8.7335
80 H -21.5766 -8.9777 8.1294
81 H -21.4113 -8.9999 9.7164
82 H -20.1393 -9.0291 11.5038
83 C -15.6212 0.7699 10.2273
84 C -15.5828 1.9991 9.3064
85 C -14.3108 1.8177 8.3772
86 C -14.4770 2.5285 7.0549
87 C -15.7769 2.1901 6.2911
88 C -16.9793 2.5012 7.1742
89 N -16.8416 1.8175 8.4949
90 O -18.0163 2.0254 9.2263
91 C -17.1980 4.0160 7.1840
92 C -18.1566 1.8310 6.4237
93 C -15.5654 3.3128 10.0870
94 H -16.4498 0.6317 10.9316
95 H -14.8660 0.8283 11.0201
96 H -15.5330 -0.0770 9.5552
97 H -13.4715 2.2700 8.9171
98 H -13.9252 0.7944 8.3572
99 H -13.6352 2.3118 6.3962
100 H -14.5424 3.5769 7.3534
101 H -15.6600 1.1670 5.9206
102 H -15.7284 2.7435 5.3508
103 H -16.3403 4.6877 7.1800
104 H -17.6920 4.2403 6.2349
105 H -17.8718 4.2967 7.9947
106 H -18.3067 0.7578 6.5075
107 H -19.0032 2.4765 6.6732
108 H -18.0815 1.9726 5.3408
109 H -14.5806 3.4190 10.5490
110 H -16.2650 3.2441 10.9226
111 H -15.8039 4.2400 9.5688
112 H -18.0334 1.2628 9.8165
113 C -8.0357 -0.2425 10.9314
114 C -7.9790 1.1055 11.6317
115 C -7.9984 2.3346 10.6854
116 C -9.3571 2.6700 10.1432
117 C -10.4106 2.8204 11.2496
118 C -10.4349 1.5908 12.1891
119 N -9.0718 1.2947 12.6219
120 O -8.9755 0.4179 13.7036
121 C -11.2565 2.1141 13.3928
122 C -11.2117 0.4519 11.5387
123 C -6.6563 1.3159 12.4384
124 H -8.2231 -0.2037 9.8574
125 H -8.6787 -1.0451 11.3074
126 H -7.0871 -0.7774 11.0654
127 H -7.7950 3.2216 11.2970
128 H -7.2288 2.3851 9.9143
129 H -9.6232 1.8878 9.4223
130 H -9.3261 3.6314 9.6254
131 H -11.3551 3.0236 10.7445
132 H -10.1085 3.7344 11.7666
133 H -11.4551 1.3033 14.0978
134 H -10.6991 2.8335 13.9939
135 H -12.1914 2.5667 13.0640
136 H -12.2008 0.7334 11.1643
137 H -10.6613 -0.1250 10.7979
138 H -11.5619 -0.2346 12.3183
139 H -5.8236 1.1003 11.7643
140 H -6.5679 0.6080 13.2628
141 H -6.5474 2.3198 12.8400
142 H -9.0315 -0.4912 13.3601
143 C -9.2026 -8.8595 11.2963
144 C -10.6202 -8.8697 11.8739
145 C -11.5045 -8.2413 10.7562
146 C -13.0077 -8.6449 10.6705
147 C -13.1590 -10.1164 10.7325
148 C -12.4763 -10.7033 11.9546
149 N -11.0733 -10.2793 12.0956
150 O -10.4276 -10.8740 13.1802
151 C -13.2913 -10.3186 13.2046
152 C -12.5754 -12.2229 11.7202
153 C -10.5685 -7.9246 13.1298
154 H -9.0234 -7.8794 10.8581
155 H -9.0620 -9.6556 10.5625
156 H -8.4591 -9.1090 12.0570
157 H -11.7573 -7.2160 11.0529
158 H -11.0093 -8.1902 9.7887
159 H -13.3918 -8.2620 9.7185
160 H -13.6437 -8.1182 11.3874
161 H -12.6676 -10.5292 9.8387
162 H -14.1479 -10.4996 10.4628
163 H -12.8501 -10.7230 14.1147
164 H -13.2691 -9.2292 13.2899
165 H -14.3603 -10.5303 13.1346
166 H -13.6171 -12.5404 11.6710
167 H -11.9881 -12.4696 10.8374
168 H -12.2503 -12.7513 12.6223
169 H -11.5962 -7.8327 13.4858
170 H -10.1882 -6.9594 12.8045
171 H -9.9610 -8.3493 13.9269
172 H -10.2305 -11.7793 12.9169
173 C -10.1928 -4.0217 9.2291
174 C -11.5779 -3.8904 8.6200
175 C -11.8899 -5.2966 7.9590
176 C -13.3390 -5.3381 7.4792
177 C -14.2506 -5.0759 8.6922
178 C -13.9303 -3.7641 9.4276
179 N -12.5085 -3.6774 9.7044
180 O -12.1831 -2.5070 10.4438
181 C -14.5898 -2.6082 8.5986
182 C -14.7225 -3.7694 10.7623
183 C -11.4316 -2.8092 7.4700
184 H -9.8544 -3.1462 9.7898
185 H -9.4223 -4.3573 8.5403
186 H -10.1960 -4.7613 10.0373
187 H -11.2284 -5.4489 7.1050
188 H -11.6895 -6.0448 8.7259
189 H -13.5786 -6.3699 7.2058
190 H -13.6129 -4.6750 6.6606
191 H -14.2281 -5.9603 9.3328
192 H -15.2752 -4.9911 8.3235
193 H -14.1978 -2.4752 7.5904
194 H -15.6528 -2.8334 8.5977
195 H -14.3715 -1.6543 9.0840
196 H -14.4419 -4.6601 11.3300
197 H -14.9814 -2.8301 11.2486
198 H -15.7537 -4.1037 10.5734
199 H -12.3366 -2.7218 6.8630
200 H -10.6365 -3.2196 6.8531
201 H -11.3842 -1.7830 7.8416
202 H -12.6286 -1.8522 9.8819

Löwdin population analysis, charges in e, atoms 1 to 99: -0.239, -0.229, -0.083, -0.073, 0.107, 0.121, 0.125, 0.100, 0.075, 0.066, -0.213, -0.249, -0.070, -0.076, 0.117, 0.115, 0.107, 0.113, 0.045, 0.054, -0.667, 0.001, 0.163, 0.160, 0.090, 0.111, 0.093, 0.112, -0.683, 0.017, 0.147, 0.171, 0.086, 0.100, 0.087, 0.056, -0.689, 0.026, 0.161, 0.163, 0.089, 0.085, 0.112, 0.096, -0.678, 0.016, 0.170, 0.143, 0.054, 0.076, 0.101, 0.084, -0.039, -0.461, -0.132, -0.182, -0.151, -0.457, -0.102, -0.014, -0.031, -0.021, -0.048, 0.080, 0.068, 0.081, 0.107, 0.114, 0.098, 0.110, 0.101, 0.111, 0.086, 0.085, 0.058, 0.088, 0.062, 0.058, 0.080, 0.082, 0.073, 0.100, -0.044, -0.460, -0.125, -0.176, -0.150, -0.503, -0.110, -0.015, -0.037, -0.046, -0.022, 0.081, 0.085, 0.058, 0.104, 0.100, 0.114


Entry 2:
Molecular formula: C3H4N2O3
Method: DFT, ωB97M-V with the def2-TZVPD basis set

## Properties
- energy above the lowest of the compared OMol25 structures with the same formula, charge and spin (eV) = 9.169
- F_max (eV/Å) = 8.91
- LUMO (eV) = -0.5216

CARTESIAN COORDINATES (ANGSTROEM)
1 C -1.7655 -0.1854 -1.0120
2 C -0.6199 0.0303 -0.2110
3 C 1.3040 0.2039 1.1857
4 H -1.8237 0.7256 -2.1858
5 H -0.1881 -0.8412 0.0784
6 H 2.1195 -0.6337 -0.5489
7 H 2.2547 -0.2539 1.9220
8 N 1.5305 0.2279 -0.1788
9 N 0.1515 0.6201 1.7960
10 O -2.5192 -1.2702 -0.7562
11 O 0.3314 0.5502 -1.0394
12 O -0.7752 0.8266 0.9500

From a natural (NBO) analysis of the wavefunction, the atomic charges in e read: 0.422, 0.154, 0.077, 0.154, 0.183, 0.397, 0.248, -0.368, -0.142, -0.490, -0.317, -0.317


Entry 3:
Molecular formula: CH3IN2
Method: DFT, ωB97M-V with the def2-TZVPD basis set

## Properties
- energy above the lowest of the compared OMol25 structures with the same formula, charge and spin (eV) = 1.300
- F_max (eV/Å) = 3.57
- LUMO (alpha / beta) (eV) = 0.1909 / 0.1914

CARTESIAN COORDINATES (ANGSTROEM)
1 C 0.5820 0.5727 -0.0918
2 N -1.5774 -0.7035 0.0036
3 N -0.3206 -0.4731 -0.0544
4 I 2.6637 0.1072 -0.0124
5 H 0.5255 1.6028 0.2314
6 H -2.0228 0.2189 0.0224
7 H 0.1497 -1.3251 -0.0988

From a natural (NBO) analysis of the wavefunction, the atomic charges in e read: -0.336, -0.484, -0.194, 0.096, 0.225, 0.303, 0.389


The lowest F_max belongs to which entry?
C53H123N13O13


Among the records above, which one has the highest F_max?
C3H4N2O3


What is the F_max in the third record?
3.57 eV/Å


F_max of number 3 (CH3IN2)?
3.57 eV/Å